Below is 2 unconnected molecules or ions with the total composition C3H5NO2, with properties calculated with wB97M-V/def2-TZVPD.

Properties
Kohn-Sham gap = 10.67 eV

Geometry as XYZ:
```
11
Properties=species:S:1:pos:R:3:mulliken_charge:R:1
H -0.89 1.14 -0.42 0.237
C -1.66 -0.37 -1.26 0.240
O 0.21 0.27 2.66 -0.322
H 0.11 -0.80 -0.68 0.285
N -1.75 0.82 -0.86 -0.618
O -0.62 -1.23 -1.17 -0.483
C 0.91 0.21 1.73 1.012
C 1.66 0.12 0.66 -1.359
H 1.84 1.01 0.06 0.338
H -2.50 -0.85 -1.76 0.328
H 2.27 -0.76 0.52 0.342
```

***

Below is a molecular structure, C3H5NO2, with properties calculated with wB97M-V/def2-TZVPD.

Properties
Kohn-Sham gap = 9.48 eV

Geometry as XYZ:
```
11
Properties=species:S:1:pos:R:3:mulliken_charge:R:1
O -2.85 0.39 -1.27 -0.482
H 0.54 -0.31 -1.38 0.426
H 2.19 0.54 0.54 0.250
O -0.11 0.21 1.73 -0.578
C 0.10 0.02 0.54 0.493
H 1.58 -0.49 -1.06 0.127
H -2.27 0.52 0.67 0.321
C 1.53 -0.30 0.29 -0.511
H 1.83 -1.24 0.78 0.251
C -2.02 0.33 -0.41 0.050
N -0.63 0.03 -0.60 -0.347
```

***

Below is C3H5NO2 in the gas phase, with properties calculated with wB97M-V/def2-TZVPD.

Properties
Kohn-Sham gap = 11.19 eV

Geometry as XYZ:
```
11
Properties=species:S:1:pos:R:3:mulliken_charge:R:1
H 2.83 -0.43 -0.35 0.356
H -0.85 -0.81 -1.31 0.277
C -0.09 0.72 0.56 0.123
C -1.68 -0.44 -0.71 -0.686
H 0.25 1.39 1.35 0.389
H -2.41 0.05 -1.37 0.264
O 2.38 0.17 1.55 -0.468
C 2.13 -0.03 0.39 0.172
N -1.30 0.50 0.33 -0.404
H -2.19 -1.28 -0.24 0.272
O 0.93 0.16 -0.20 -0.294
```

***

Below is 2 unconnected molecules or ions with the total composition C3H5NO2, with properties calculated with wB97M-V/def2-TZVPD.

Properties
Kohn-Sham gap = 11.33 eV

Geometry as XYZ:
```
11
Properties=species:S:1:pos:R:3:mulliken_charge:R:1
O -2.86 1.98 -0.04 -0.443
H 1.12 -1.98 -1.55 0.299
O 0.47 -0.69 1.14 -0.548
H -0.51 0.91 1.73 0.416
H 1.60 -0.30 -1.76 0.302
C -2.07 1.71 0.79 0.614
N -1.32 1.54 1.72 -0.532
H -0.56 -0.19 -0.51 0.197
H 2.34 -1.28 -0.45 0.285
C 1.43 -1.07 -1.01 -1.010
C 0.36 -0.63 -0.06 0.420
```

***

Below is 2 unconnected molecules or ions with the total composition C3H5NO2, with properties calculated with wB97M-V/def2-TZVPD.

Properties
Kohn-Sham gap = 10.32 eV

Geometry as XYZ:
```
11
Properties=species:S:1:pos:R:3:mulliken_charge:R:1
O 0.95 0.36 -0.08 -0.316
O -0.19 1.36 -1.72 -0.446
H -1.47 -1.12 1.52 0.378
H 1.05 -1.40 1.15 0.195
H 0.84 0.36 1.97 0.260
C -0.87 -0.60 0.79 -0.047
H 0.32 -0.88 -1.94 0.208
N -1.27 -0.23 -0.39 -0.447
H 0.10 2.19 -1.37 0.330
C 0.57 -0.31 1.08 -0.207
C -0.03 0.27 -1.01 0.093
```

***

Below is a molecular structure, C3H5NO2, with properties calculated with wB97M-V/def2-TZVPD.

Properties
Kohn-Sham gap (alpha / beta) = 8.36 / 8.36 eV

Geometry as XYZ:
```
11
Properties=species:S:1:pos:R:3:mulliken_charge:R:1
H -1.41 -1.09 -1.13 0.273
O 1.13 2.14 0.02 -0.483
C -1.29 -0.76 -0.10 -0.365
H -0.29 1.18 1.16 0.399
O 1.52 -0.78 -0.83 -0.562
C 0.39 1.04 0.33 -0.212
H -1.99 -0.02 0.26 0.344
C 0.81 -0.20 -0.06 0.531
H 1.64 1.96 -0.77 0.331
H -0.03 -2.15 0.35 0.296
N -0.47 -1.33 0.77 -0.553
```

***

Below is 2 unconnected molecules or ions with the total composition C3H5NO2, with properties calculated with wB97M-V/def2-TZVPD.

Properties
Kohn-Sham gap = 11.27 eV

Geometry as XYZ:
```
11
Properties=species:S:1:pos:R:3:mulliken_charge:R:1
O -0.37 -1.79 2.71 -0.169
H -1.77 1.77 0.15 0.376
C -1.15 0.93 -0.16 0.241
H 1.41 -0.15 0.06 0.270
H -0.96 -0.94 -0.54 0.257
N -1.63 -0.24 -0.24 -0.645
C 1.07 0.42 -0.80 -0.748
H 0.69 -0.26 -1.57 0.344
C 0.07 -1.97 1.68 0.150
O 0.10 1.38 -0.43 -0.328
H 1.91 0.99 -1.22 0.251
```

***

Below is 2 unconnected molecules or ions with the total composition C3H5NO2, with properties calculated with wB97M-V/def2-TZVPD.

Properties
Kohn-Sham gap = 11.05 eV

Geometry as XYZ:
```
11
Properties=species:S:1:pos:R:3:mulliken_charge:R:1
O -1.87 -0.71 -0.25 -0.455
C 0.54 0.46 -1.12 0.798
H -2.22 0.01 1.60 0.331
H -0.10 1.34 1.23 0.305
H 1.91 -1.04 -1.19 0.069
H 0.27 -0.23 1.96 0.311
O 0.34 1.00 -2.13 -0.413
C -0.10 0.25 1.05 -0.558
N 0.78 -0.06 -0.03 -0.503
H 1.97 -0.81 -1.90 -0.024
C -1.52 -0.20 0.78 0.138
```

***

Below is a molecular structure, C3H5NO2, with properties calculated with wB97M-V/def2-TZVPD.

Properties
Kohn-Sham gap = 8.99 eV

Geometry as XYZ:
```
11
Properties=species:S:1:pos:R:3:mulliken_charge:R:1
C 1.09 0.63 0.19 -0.330
H -1.13 0.40 -1.19 0.267
C -0.44 -0.36 -0.73 -0.456
O 2.31 -1.22 0.12 -0.575
N 2.37 0.00 0.02 0.853
H -0.66 0.37 1.50 0.220
H 0.35 -1.12 1.25 0.306
H -0.07 -1.20 -1.32 0.278
O 3.34 0.64 -0.33 -0.583
C -0.09 -0.32 0.71 -0.352
H 0.98 1.76 0.34 0.373
```

***

Below is C3H5NO2 in the gas phase, with properties calculated with wB97M-V/def2-TZVPD.

Properties
Kohn-Sham gap = 9.30 eV

Geometry as XYZ:
```
11
Properties=species:S:1:pos:R:3:mulliken_charge:R:1
H -0.84 2.00 -0.10 0.223
O -1.63 0.06 0.03 -0.383
O 2.38 -0.80 0.30 -0.309
N 1.43 -0.36 0.90 -0.084
H -0.68 -0.90 -1.58 0.232
H -0.69 1.22 1.50 0.265
C -0.67 1.05 0.41 -0.489
C 0.51 0.17 -0.10 0.263
H -0.57 -1.78 -0.02 0.294
H 1.29 0.18 -0.90 0.488
C -0.62 -0.79 -0.49 -0.501
```

***

Below is C3H5NO2S in the gas phase, with properties calculated with wB97M-V/def2-TZVPD.

Properties
Kohn-Sham gap = 9.66 eV

Geometry as XYZ:
```
12
Properties=species:S:1:pos:R:3:mulliken_charge:R:1
O 0.53 -0.89 0.89 -0.381
H -1.04 -1.81 -1.27 0.317
H 2.34 0.24 1.33 0.244
C 1.40 0.55 0.89 -0.298
C -1.37 -0.82 -0.94 -0.820
S -1.11 -0.75 0.89 0.601
N 1.61 1.38 -1.53 -0.373
O -1.43 0.62 1.27 -0.567
H -0.79 -0.04 -1.43 0.238
H -2.43 -0.69 -1.14 0.321
C 1.51 1.00 -0.46 0.443
H 0.79 1.20 1.51 0.276
```

***

Below is a molecular structure, C3H5NO2S, with properties calculated with wB97M-V/def2-TZVPD.

Properties
Kohn-Sham gap = 9.01 eV

Geometry as XYZ:
```
12
Properties=species:S:1:pos:R:3:mulliken_charge:R:1
H 1.77 0.84 0.81 0.338
H -1.39 -1.21 -0.54 0.326
S 0.20 0.39 -1.66 0.872
O 0.10 1.81 -1.92 -0.519
C 1.22 -0.02 0.40 -0.694
N -0.80 -0.30 2.00 -0.597
O 0.50 -0.54 -2.74 -0.526
C -1.10 -0.19 -0.30 -0.433
H 1.79 -1.03 0.31 0.279
C -0.20 -0.18 0.89 0.369
H -0.27 -0.24 2.91 0.260
H -1.81 0.67 -0.16 0.325
```

***

Below is C3H5NO2S in the gas phase, with properties calculated with wB97M-V/def2-TZVPD.

Properties
Kohn-Sham gap = 9.11 eV

Geometry as XYZ:
```
12
Properties=species:S:1:pos:R:3:mulliken_charge:R:1
H 2.20 0.42 0.46 0.318
H -1.69 1.52 -0.14 0.348
O 0.88 -0.57 2.02 -0.536
C -1.25 0.64 -0.53 -0.635
S 0.31 0.81 -1.49 0.021
H -1.87 0.27 -1.49 0.310
C 0.42 -0.02 1.07 0.273
H -1.68 -0.61 1.40 0.248
C -1.00 -0.42 0.43 0.223
H -0.01 -2.09 0.49 0.359
O -0.79 -1.80 -0.06 -0.486
N 1.20 0.77 0.22 -0.444
```

***

Below is C3H5NO2S in the gas phase, with properties calculated with wB97M-V/def2-TZVPD.

Properties
Kohn-Sham gap (alpha / beta) = 7.88 / 7.91 eV

Geometry as XYZ:
```
12
Properties=species:S:1:pos:R:3:mulliken_charge:R:1
O -3.67 -0.54 -0.96 -0.482
C 0.27 0.09 -0.46 1.084
H 1.51 0.90 -1.65 0.231
H 2.40 -0.01 0.27 0.272
O 1.08 -0.81 1.64 -0.480
H 1.37 1.25 1.11 0.261
H -1.46 -0.17 0.74 0.188
S -2.34 -0.33 -1.56 0.416
C 1.26 0.19 0.69 -0.527
C -1.15 -0.29 -0.29 -0.644
H 0.16 -0.74 2.09 0.340
N 0.57 0.46 -1.63 -0.658
```

***

Below is C3H5NO2S in the gas phase, with properties calculated with wB97M-V/def2-TZVPD.

Properties
Kohn-Sham gap = 9.92 eV

Geometry as XYZ:
```
12
Properties=species:S:1:pos:R:3:mulliken_charge:R:1
O -1.71 -1.36 -0.76 -0.515
S 2.39 -0.58 -0.34 -0.177
H -1.77 1.27 -0.81 0.281
C -0.08 0.24 -0.07 0.693
H 0.83 -1.85 0.87 0.325
N 1.15 0.58 -0.11 -0.498
C -0.67 -1.17 -0.19 0.556
H 3.36 0.29 -0.13 0.182
O 0.00 -2.18 0.40 -0.439
H -1.74 1.16 0.97 0.280
C -1.13 1.32 0.04 -1.002
H -0.62 2.28 0.13 0.314
```

***

Below is C3H5NO2S in the gas phase, with properties calculated with wB97M-V/def2-TZVPD.

Properties
2S+1 = 3
Kohn-Sham gap (alpha / beta) = 6.29 / 6.84 eV

Geometry as XYZ:
```
12
Properties=species:S:1:pos:R:3:mulliken_charge:R:1
H -2.38 0.15 1.70 0.267
C 1.41 -0.78 -0.13 -0.172
H 0.20 2.00 0.72 0.305
H 2.33 -1.51 -0.13 0.312
O 1.66 0.54 0.00 -0.316
H 0.17 -2.34 -0.49 0.431
C 0.46 1.32 -0.12 -0.425
H 0.33 1.90 -0.98 0.362
C 0.21 -1.29 -0.41 -0.270
O -1.94 0.17 -1.27 -0.582
S -1.02 -0.03 -0.16 0.686
N -1.44 -0.14 1.27 -0.596
```

***

Below is 2 unconnected molecules or ions with the total composition C3H5NO2S, with properties calculated with wB97M-V/def2-TZVPD.

Properties
2S+1 = 3
Kohn-Sham gap (alpha / beta) = 5.71 / 5.22 eV

Geometry as XYZ:
```
12
Properties=species:S:1:pos:R:3:mulliken_charge:R:1
H 1.31 0.29 -1.02 0.309
S -0.89 1.42 -0.60 -0.116
C 0.46 -0.30 2.26 0.291
N 1.03 -1.33 2.32 0.453
O 1.63 -2.38 2.31 -0.640
H -1.38 0.03 -2.48 0.274
C -0.87 -0.21 -1.53 -0.630
C 0.44 0.62 -1.51 -0.458
H -0.63 1.09 1.33 0.279
H 0.54 1.08 -2.44 0.289
O -0.44 0.67 2.34 -0.427
H -1.21 -0.98 -0.98 0.376
```

***

Below is 2 unconnected molecules or ions with the total composition C3H5NO3, with properties calculated with wB97M-V/def2-TZVPD.

Properties
Kohn-Sham gap (alpha / beta) = 6.38 / 5.73 eV
Total charge = -2

Geometry as XYZ:
```
12
Properties=species:S:1:pos:R:3:mulliken_charge:R:1
O 2.27 -1.04 0.60 -0.542
N 1.24 -1.81 0.33 -0.314
H 0.58 1.90 -0.28 0.278
H 1.48 0.68 0.50 0.229
C 0.40 1.04 0.30 -0.829
H -0.02 0.34 -1.53 0.251
C -0.37 0.05 -0.50 -0.131
H 1.17 -2.00 -0.73 0.103
H -0.09 1.29 1.25 0.213
O -2.20 0.15 1.12 -0.721
O -2.62 -0.55 -0.99 -0.802
C -1.84 -0.04 -0.06 0.266
```

***

Below is C3H5NO3 in the gas phase, with properties calculated with wB97M-V/def2-TZVPD.

Properties
Kohn-Sham gap = 8.99 eV

Geometry as XYZ:
```
12
Properties=species:S:1:pos:R:3:mulliken_charge:R:1
O 1.78 -0.92 -0.59 -0.496
C -1.19 0.83 -1.38 -1.072
H -0.74 0.49 -2.30 0.304
O 0.65 -0.88 2.38 -0.352
N 0.68 0.09 1.42 0.072
H 2.47 -1.12 0.06 0.333
C 0.78 -0.28 0.03 0.250
H -2.20 0.43 -1.30 0.288
H -1.25 1.91 -1.38 0.292
O -0.61 0.66 1.12 -0.348
H -0.01 -1.57 2.17 0.321
C -0.36 0.36 -0.25 0.409
```

***

Below is C3H5NO3 in the gas phase, with properties calculated with wB97M-V/def2-TZVPD.

Properties
Kohn-Sham gap = 10.85 eV

Geometry as XYZ:
```
12
Properties=species:S:1:pos:R:3:mulliken_charge:R:1
H 0.87 1.96 1.17 0.267
O 1.51 -0.12 -0.91 -0.477
C 0.67 -0.62 -1.61 0.215
C -0.88 -0.76 0.29 -0.339
C -0.57 0.71 0.64 0.533
N 0.58 1.01 1.34 -0.519
H 0.87 -0.73 -2.70 0.373
H -1.97 -0.88 0.24 0.238
O -1.38 1.55 0.32 -0.572
H 1.36 0.37 1.23 0.310
O -0.52 -1.06 -1.14 -0.315
H -0.54 -1.43 1.11 0.288
```

***

Strongest force on any atom for every record listed, in sequence, given in eV/Å: 1.094; 4.273; 0.535; 0.709; 4.729; 0.579; 1.404; 1.198; 4.662; 2.246; 3.939; 3.534; 5.275; 3.769; 1.526; 10.844; 4.350; 3.879; 1.227; 1.384.
Energy for every record listed, in sequence, given in Eh: -322.501117; -322.432908; -322.527112; -322.542001; -322.454327; -322.424290; -322.513268; -322.474534; -322.339054; -322.393564; -720.660058; -720.608607; -720.667296; -720.626347; -720.718485; -720.433125; -720.378455; -397.575636; -397.620696; -397.790159.